Record 1
DFT (wB97M-V/def2-TZVPD) results for the molecule C6H7N at a distorted geometry.

Calculated values
- LUMO level: 1.19 eV
- SMILES string: C1=CN1C1=CCC1
- Gap between HOMO and LUMO: 9.4 eV
- Strongest force on any atom: 5.26 eV/Å
- Energy relative to the best compared isomer or geometry (same formula, charge and spin): 147.78 kcal per mole

Structure (ORCA input):
```
! wB97M-V def2-TZVPD RIJCOSX def2/J DEFGRID3
* xyz 0 1
C -2.46731 -0.56308 0.34913
C -2.43352 0.73286 0.37091
N -1.50156 -0.11935 -0.62321
C -0.02966 -0.13797 -0.28298
C 0.73643 -0.87003 0.55062
C 1.99752 -0.16660 0.11615
C 1.10834 0.66444 -0.80691
H -2.76605 -1.39580 0.78776
H -2.72997 1.80039 0.42159
H 0.53574 -1.87121 1.05862
H 2.43378 0.22302 0.97232
H 2.85703 -0.66230 -0.51865
H 1.30174 0.61530 -1.89989
H 0.95749 1.75034 -0.49548
*
```

Record 2
DFT (wB97M-V/def2-TZVPD) results for the ion C18H22N3 with charge +1 at a distorted geometry.

Calculated values
- LUMO level: -2.34 eV
- SMILES string: CN1CCN(C)C1=[NH+]C(c1ccccc1)c1ccccc1
- Gap between HOMO and LUMO: 9.5 eV
- Strongest force on any atom: 2.49 eV/Å
- Energy relative to the best compared isomer or geometry (same formula, charge and spin): 0.00 kcal per mole

Structure (ORCA input):
```
! wB97M-V def2-TZVPD RIJCOSX def2/J DEFGRID3
* xyz 1 1
C 2.90796 -0.35662 2.94218
N 2.82819 0.65804 3.97918
C 3.81465 0.61533 5.04938
C 3.37775 1.72293 5.96977
N 2.14575 2.19396 5.39001
C 1.48150 3.31505 6.02677
C 1.88927 1.59082 4.20964
N 0.80873 1.94007 3.48441
C 0.26837 1.34172 2.30542
C -0.12027 2.45760 1.25521
C 0.88281 3.36676 0.86911
C 0.69733 4.21541 -0.23488
C -0.46153 4.12799 -1.01753
C -1.46840 3.25333 -0.61083
C -1.33948 2.51559 0.56662
C -0.68087 0.14488 2.63496
C -0.18010 -0.86954 3.46328
C -0.86459 -2.07963 3.64411
C -2.02814 -2.33513 2.91046
C -2.55214 -1.32478 2.09663
C -1.94631 -0.05978 2.08319
H 2.22990 -0.14596 2.11503
H 3.94265 -0.36430 2.57797
H 2.68937 -1.34980 3.36660
H 3.80494 -0.36406 5.54315
H 4.81247 0.78548 4.62750
H 3.24891 1.37362 6.99807
H 4.13046 2.52026 6.01250
H 0.57378 3.59236 5.49096
H 1.22396 3.03741 7.05957
H 2.16347 4.17819 6.06242
H 0.21700 2.53142 4.06016
H 1.12373 0.86870 1.80352
H 1.84693 3.38101 1.39883
H 1.46560 4.93573 -0.50381
H -0.57713 4.72290 -1.92222
H -2.38613 3.14695 -1.18757
H -2.21937 1.97344 0.89562
H 0.76688 -0.72033 3.99281
H -0.49075 -2.79945 4.37367
H -2.53229 -3.30172 2.99180
H -3.48309 -1.45666 1.53838
H -2.52030 0.78598 1.71737
*
```

Record 3
DFT (wB97M-V/def2-TZVPD) results for a structure of composition C17H19NSSn at a distorted geometry.

Calculated values
- LUMO level (alpha / beta): -0.70 / 0.05 eV
- Gap between HOMO and LUMO (alpha / beta): 6.3 / 5.9 eV
- Strongest force on any atom: 2.55 eV/Å
- Energy relative to the best compared isomer or geometry (same formula, charge and spin): 0.00 kcal per mole

Structure (ORCA input):
```
! wB97M-V def2-TZVPD RIJCOSX def2/J DEFGRID3
* xyz 0 1
C 0.67582 -0.70272 -2.67577
C 0.08769 2.43124 -2.86664
C -0.57290 -0.95056 -3.40534
H 1.25942 -1.64331 -2.78934
C -1.17133 2.22181 -2.45103
H 0.63368 3.28795 -2.44750
H -0.91631 -1.99197 -3.40180
H -1.65217 2.98420 -1.83390
C -1.57734 0.03523 -3.78653
H -2.48789 -0.54544 -4.01578
H -1.35398 0.58123 -4.71618
C 1.58527 0.40909 -3.28597
H 2.16327 -0.03118 -4.11067
H 2.32554 0.70693 -2.52971
C 0.88565 1.64593 -3.86991
H 0.30042 1.35800 -4.75062
H 1.68412 2.31467 -4.24298
C -2.04500 1.02943 -2.66824
H -3.03780 1.41179 -2.95819
H -2.23015 0.47616 -1.72830
Sn 0.83477 -0.82970 0.96423
H 0.59881 -0.61024 -1.49362
S 1.82427 0.67835 5.12895
C 2.93079 1.53241 4.12567
C 2.83184 1.15138 2.78963
C 1.79490 0.19139 2.58886
C 1.16068 -0.17099 3.74814
C 0.06945 -1.08908 3.84446
C -0.54701 -1.48112 5.04609
C -1.68583 -2.25152 5.00788
C -2.21000 -2.64133 3.77285
C -1.53208 -2.29101 2.59892
N -0.40365 -1.53954 2.63387
H 3.61591 2.27128 4.53388
H 3.46668 1.54925 2.00144
H -0.10003 -1.13030 5.98734
H -2.17913 -2.54472 5.94513
H -3.13220 -3.21554 3.69364
H -1.89420 -2.60743 1.61705
*
```

Record 4
DFT (wB97M-V/def2-TZVPD) results for a cluster of 29 separate species, C8H71FO31 in total at a distorted geometry.

Calculated values
- LUMO level: -0.64 eV
- Gap between HOMO and LUMO: 9.1 eV
- Strongest force on any atom: 1.89 eV/Å

Structure (ORCA input):
```
! wB97M-V def2-TZVPD RIJCOSX def2/J DEFGRID3
* xyz 0 1
C 3.58370 -0.30917 1.69886
C 3.61931 -0.07859 0.18476
O 3.09525 1.20032 -0.19404
C 1.70004 1.12637 -0.45547
C 0.95224 2.32828 0.11708
O 0.93317 2.35762 1.54495
C 0.03746 1.46262 2.03654
O 0.41097 0.71962 2.90128
C -1.37275 1.40716 1.48917
C -1.99814 0.00394 1.44349
C -1.06246 -1.12139 0.97078
F -1.51964 -1.60253 -0.28476
H 4.18655 -1.20220 1.89833
H 2.57873 -0.48809 2.08830
H 4.08093 0.51862 2.21400
H 4.65530 -0.11512 -0.16498
H 3.12243 -0.91213 -0.32058
H 1.51728 1.01803 -1.53223
H 1.32021 0.21439 0.02235
H -0.03071 2.40907 -0.34414
H 1.50547 3.22204 -0.19847
H -1.98705 2.02113 2.16572
H -1.47526 1.89038 0.51573
H -2.80553 0.06607 0.69777
H -2.48923 -0.29741 2.37026
H -1.13150 -1.94471 1.67333
H -0.03126 -0.81523 0.81604
O -0.32068 3.09341 -2.51789
H -0.51607 3.24023 -3.45659
H 0.63988 3.15083 -2.47692
O 0.31385 -2.05925 3.66194
H 0.39259 -1.10660 3.80493
H 1.01854 -2.43225 4.21086
O 4.23652 -2.83064 -1.14373
H 3.71947 -3.20203 -1.86771
H 4.73688 -3.58144 -0.79846
O 1.67318 -2.64929 -2.74591
H 0.74067 -2.68995 -2.50558
H 1.66327 -2.76747 -3.70010
O 3.06558 -3.45631 2.77815
H 2.31068 -2.86081 2.83295
H 2.66534 -4.33217 2.65708
O -0.11769 4.73498 -4.78801
H -0.36463 5.58992 -4.42508
H 0.80386 4.85400 -5.06860
O 2.16043 -2.74107 6.36036
H 2.60951 -1.92897 6.60371
H 1.67808 -2.98076 7.15541
O 4.77619 3.73914 0.62778
H 4.18706 2.97397 0.61704
H 4.25633 4.43339 1.04395
O 4.55256 -5.18378 0.94882
H 3.96466 -5.94578 0.94991
H 4.01804 -4.48436 1.35727
O -3.29943 3.74349 2.42377
H -3.35402 4.33327 3.18209
H -3.62399 4.27518 1.68675
O -3.51970 -3.22660 -2.42310
H -4.29066 -2.64578 -2.46802
H -3.05027 -2.93645 -1.63172
O -3.44512 -2.96473 1.78006
H -3.03089 -2.83786 0.91888
H -2.81746 -3.51163 2.26379
O 3.90077 -1.86113 8.34899
H 3.97670 -0.91284 8.49668
H 4.60884 -2.23199 8.88729
O -4.79031 0.98858 -0.16894
H -4.85891 1.55144 0.61158
H -5.12656 1.54069 -0.88524
O -3.06009 3.81461 -0.74311
H -2.49108 3.58457 -1.49148
H -3.16849 2.98154 -0.27203
O 3.42042 2.65092 -2.86126
H 3.88066 2.42990 -3.67605
H 3.44074 1.83592 -2.34013
O 5.42948 5.32274 -2.13176
H 5.02763 4.77935 -1.44241
H 5.41454 4.75358 -2.90449
O 2.11805 -6.22363 2.17886
H 1.46366 -6.27687 1.47650
H 1.87006 -6.92965 2.78111
O -3.96546 4.48790 -3.67353
H -3.95808 4.68714 -2.73299
H -4.55011 5.15461 -4.03701
O -1.18845 -2.06979 -3.61492
H -1.72133 -1.28944 -3.41971
H -1.69477 -2.79471 -3.23151
O 2.39021 -8.45558 0.68446
H 2.67171 -8.40514 -0.23481
H 3.10121 -8.93577 1.12027
O 6.71913 -1.40478 8.49089
H 6.54289 -1.31842 7.54795
H 7.67559 -1.33662 8.56525
O 1.89048 5.62594 -6.53073
H 1.71390 5.75776 -7.46673
H 2.84941 5.67172 -6.45771
O -6.37840 5.66020 -2.98651
H -6.94838 5.69834 -3.76043
H -6.76024 4.95055 -2.45998
O -7.75907 3.04180 -3.48803
H -7.19376 2.81348 -4.23393
H -7.88554 2.21041 -3.02274
O -5.78426 -1.01656 -2.27625
H -6.54933 -0.43928 -2.32271
H -5.31384 -0.72757 -1.48261
O -4.02781 -0.77905 -3.75698
H -4.77293 -0.20297 -3.56528
H -4.42147 -1.65206 -3.85477
O -5.45619 -4.48089 -0.19712
H -4.91985 -4.41452 -0.99762
H -5.18945 -3.71937 0.32950
*
```

Record 5
DFT (wB97M-V/def2-TZVPD) results for a cluster of 2 separate species, C6H7Cl2N in total at a distorted geometry.

Calculated values
- LUMO level (alpha / beta): 3.05 / 3.03 eV
- Gap between HOMO and LUMO (alpha / beta): 2.6 / 7.0 eV
- Strongest force on any atom: 6.86 eV/Å
- Energy relative to the best compared isomer or geometry (same formula, charge and spin): 5.07 kcal per mole
- ⟨S²⟩: 0.76

Structure (ORCA input):
```
! wB97M-V def2-TZVPD RIJCOSX def2/J DEFGRID3
* xyz -1 2
N 18.77173 3.78657 -23.74138
C 18.43801 3.47407 -25.01876
C 17.89310 2.20553 -25.36976
C 17.61986 1.24139 -24.48596
C 17.91505 1.53035 -23.18453
C 18.54930 2.78825 -22.79555
H 18.65816 4.33813 -25.62814
H 17.62454 2.10571 -26.41106
H 17.18678 0.30148 -24.79487
H 17.61783 0.79740 -22.44911
H 18.50831 3.15814 -21.78169
C 15.26649 5.59656 -24.46119
Cl 13.82878 5.60538 -23.34613
Cl 15.78120 7.34723 -24.79236
H 16.08059 4.96927 -24.09810
H 14.97616 5.05796 -25.36325
*
```

Record 6
DFT (wB97M-V/def2-TZVPD) results for a structure of composition C33H30MnN4P2S3 at a distorted geometry.

Calculated values
- LUMO level (alpha / beta): 0.23 / -0.28 eV
- Gap between HOMO and LUMO (alpha / beta): 7.2 / 7.1 eV
- Strongest force on any atom: 2.29 eV/Å
- Energy relative to the best compared isomer or geometry (same formula, charge and spin): 1.93 kcal per mole
- ⟨S²⟩: 8.77

Structure (ORCA input):
```
! wB97M-V def2-TZVPD RIJCOSX def2/J DEFGRID3
* xyz 0 6
Mn 0.54010 -0.06070 -0.09390
S 2.24140 0.76260 1.26900
C 2.92210 1.97920 0.22990
C 3.85230 2.83830 0.83550
N 4.55360 3.56440 1.38590
C 2.55220 2.17890 -1.08060
S 1.38120 1.20800 -1.90590
C 3.09360 3.24050 -1.82270
N 3.48940 4.12170 -2.44440
S -1.43290 1.18050 0.43710
C -0.67640 2.61370 0.96340
N -0.51270 2.81100 2.26890
C 0.12410 3.98410 2.83220
C 1.00820 4.63340 1.77560
C 0.21340 4.83530 0.49150
N -0.35650 3.56560 0.09130
H -0.76750 2.04930 2.88040
H 0.72930 3.67700 3.68760
H -0.65130 4.67700 3.18020
H 1.85030 3.97580 1.57220
H 1.39530 5.58180 2.13480
H 0.86040 5.20210 -0.30620
H -0.59220 5.56390 0.64700
H -0.44330 3.33620 -0.88910
C 0.25230 -4.04230 -0.03370
P -0.22020 -2.25100 0.02780
C -1.29220 -2.27690 1.50350
C -2.54480 -1.67340 1.55860
C -3.25570 -1.65750 2.74440
C -2.71250 -2.21530 3.88990
C -1.44150 -2.76570 3.85820
C -0.73120 -2.79180 2.67300
C -1.29880 -2.13050 -1.44430
C -0.67270 -1.53110 -2.54100
C -1.35870 -1.30840 -3.71780
C -2.69130 -1.67790 -3.80920
C -3.31550 -2.28990 -2.73390
C -2.62660 -2.52900 -1.55520
P -1.32090 -5.05770 0.17410
C -0.94180 -5.92040 1.74800
C 0.23590 -6.63290 1.95950
C 0.44280 -7.28930 3.15870
C -0.51780 -7.23850 4.15730
C -1.69160 -6.53320 3.95210
C -1.90430 -5.88020 2.75060
C -0.96430 -6.39760 -1.02280
C -0.72480 -6.04750 -2.35010
C -0.53020 -7.02370 -3.30820
C -0.60000 -8.36320 -2.96010
C -0.88500 -8.71910 -1.65280
C -1.07840 -7.74490 -0.69010
H 0.96770 -4.25890 0.76320
H 0.73400 -4.23930 -0.99560
H -2.95620 -1.19560 0.68220
H -4.23000 -1.19210 2.77420
H -3.27530 -2.20490 4.81080
H -0.99690 -3.16690 4.75770
H 0.27140 -3.20050 2.65590
H 0.38120 -1.24790 -2.46220
H -0.85730 -0.83210 -4.54700
H -3.23990 -1.48750 -4.71970
H -4.35460 -2.57770 -2.81090
H -3.11980 -3.01980 -0.72850
H 0.98060 -6.69070 1.17730
H 1.35490 -7.84760 3.31380
H -0.35210 -7.75610 5.09150
H -2.44380 -6.49370 4.72780
H -2.82200 -5.33110 2.58400
H -0.69810 -5.00210 -2.63280
H -0.32830 -6.73580 -4.33030
H -0.44710 -9.12530 -3.71040
H -0.95920 -9.76260 -1.38010
H -1.31330 -8.03590 0.32390
*
```

Computed E_tot, in the same sequence as the records: -7819.239 -23486.696 -36089.918 -75638.320 -32868.724 -123073.827 eV.